A 3-piece molecular cluster, C4H11NO2 overall. Source: the OMol25 dataset; level of theory: ωB97M-V/def2-TZVPD.

For the energy relative to the best compared isomer or geometry (same formula, charge and spin), the calculation gives 7.967 eV. For the LUMO energy, the calculation gives -2.90 eV. The spin multiplicity is 1. As for the HOMO energy: -8.6 eV. The net charge is 0.

Last column: Mulliken charge in e.
CARTESIAN COORDINATES (ANGSTROEM)
N  0.28760  1.50685  -0.05860  -0.29
C  1.40606  0.74006  0.11865  -0.15
C  1.23994  -0.17835  1.29675  -0.68
C  1.37621  -0.95075  0.05387  0.30
C  0.16921  -1.27113  -0.76757  -0.96
H  -0.34972  1.40099  0.73653  0.41
H  -0.31060  1.42613  -0.91179  0.31
H  2.21019  1.01722  -0.56974  0.46
H  2.01380  -0.35727  2.03266  0.19
H  2.21751  -1.44319  -0.43435  0.41
H  0.01001  -2.33411  -1.00330  0.39
H  -0.63120  -0.91633  -0.12866  0.10
H  -2.00380  0.41724  0.53685  0.46
H  -1.24557  -0.40672  1.69117  0.30
O  -1.82237  0.33791  1.53765  -0.75
H  -2.67290  1.01645  -1.37431  0.13
H  -0.08154  -0.68499  -1.65691  0.31
O  -1.81282  0.67999  -1.09888  -0.92